1.
Formula: C7H8FN2
Source: the Open Molecules 2025 dataset
Level of theory: wB97M-V/def2-TZVPD

```
! wB97M-V def2-TZVPD RIJCOSX def2/J DEFGRID3
* xyz 1 3
C -1.335 1.197 2.209
C -2.238 1.105 1.174
C -0.069 0.447 2.101
C -1.997 0.296 0.101
C 0.041 -0.625 1.184
C -0.945 -0.540 0.014
C 2.670 0.087 -1.547
N -0.675 -1.344 -0.966
N 3.206 -0.802 -2.331
F 1.420 0.376 -1.871
H -1.372 2.047 2.866
H -2.966 1.915 0.972
H 0.597 0.446 2.919
H -2.683 0.422 -0.746
H 0.917 -1.150 0.844
H -1.288 -1.446 -1.698
H 4.158 -1.122 -2.210
H 2.562 -1.307 -3.013
*
```

LUMO (spin up / spin down) (eV): -3.74 / -8.80
DFT total energy (Eh): -480.4291
ΔE to the lowest compared entry with this formula, charge and spin (kcal/mol): 0.0

Electronic structure analysis, Mulliken charges in units of e: number 1, C, carries -0.34; number 2, C, carries -0.31; number 3, C, carries -0.55; number 4, C, carries -0.39; number 5, C, carries -0.36; number 6, C, carries 0.82; number 7, C, carries 0.31; number 8, N, carries -0.48; number 9, N, carries -0.25; number 10, F, carries -0.08; number 11, H, carries 0.38; number 12, H, carries 0.31; number 13, H, carries 0.44; number 14, H, carries 0.28; number 15, H, carries 0.43; number 16, H, carries 0.21; number 17, H, carries 0.28; number 18, H, carries 0.29

2.
Formula: C7H8I4N2
Source: the Open Molecules 2025 dataset
Level of theory: wB97M-V/def2-TZVPD

```
! wB97M-V def2-TZVPD RIJCOSX def2/J DEFGRID3
* xyz 0 1
C -1.907 1.698 0.718
C -1.545 0.412 0.372
C 0.049 1.851 -0.202
C 1.902 -1.444 1.558
C -0.307 -1.846 -1.304
C 2.096 -0.113 1.585
C 0.301 -0.540 -0.942
N -0.810 2.528 0.480
N -0.301 0.473 -0.261
I 4.992 -2.056 -1.251
I -0.841 -2.957 0.486
I 1.044 0.880 3.138
I 2.124 -0.222 -1.881
H -2.715 2.033 1.275
H -2.318 -0.363 0.305
H 0.992 2.193 -0.584
H 2.172 -2.177 0.890
H 1.433 -1.890 2.457
H -1.276 -1.612 -1.720
H 0.311 -2.585 -1.881
H 2.750 0.499 0.956
*
```

LUMO (spin up / spin down) (eV): -1.39 / -3.09
DFT total energy (Eh): -1571.6750
ΔE to the lowest compared entry with this formula, charge and spin (kcal/mol): 5.2

Electronic structure analysis, Mulliken charges in units of e: number 1, C, carries -0.72; number 2, C, carries -0.12; number 3, C, carries -0.23; number 4, C, carries -0.78; number 5, C, carries -1.24; number 6, C, carries -0.39; number 7, C, carries 0.28; number 8, N, carries -0.47; number 9, N, carries 0.36; number 10, I, carries -0.10; number 11, I, carries 0.05; number 12, I, carries 0.03; number 13, I, carries 0.14; number 14, H, carries 0.44; number 15, H, carries 0.29; number 16, H, carries 0.31; number 17, H, carries 0.45; number 18, H, carries 0.23; number 19, H, carries 0.46; number 20, H, carries 0.55; number 21, H, carries 0.48

3.
Formula: C7H8N
Source: the Open Molecules 2025 dataset
Level of theory: wB97M-V/def2-TZVPD

```
! wB97M-V def2-TZVPD RIJCOSX def2/J DEFGRID3
* xyz 1 1
C 1.812 -1.177 0.155
C -0.384 0.620 1.127
C 2.237 0.255 -0.030
C -0.848 -0.446 0.039
C 0.963 0.830 0.401
C 0.547 -0.612 -0.398
C -1.798 0.057 -0.998
N 1.084 0.628 -0.983
H -1.002 1.539 1.109
H -0.339 0.383 2.209
H 3.195 0.662 -0.137
H 2.063 -2.150 0.640
H -1.385 -1.202 0.644
H -2.605 0.675 -0.502
H -2.142 -0.915 -1.565
H -1.396 0.853 -1.713
*
```

LUMO (eV): -5.57
DFT total energy (Eh): -325.7816
ΔE to the lowest compared entry with this formula, charge and spin (kcal/mol): 80.8

Electronic structure analysis, Mulliken charges in units of e: number 1, C, carries -0.41; number 2, C, carries -0.66; number 3, C, carries -0.10; number 4, C, carries 0.12; number 5, C, carries 0.15; number 6, C, carries 0.59; number 7, C, carries -1.25; number 8, N, carries -0.38; number 9, H, carries 0.32; number 10, H, carries 0.34; number 11, H, carries 0.49; number 12, H, carries 0.39; number 13, H, carries 0.40; number 14, H, carries 0.37; number 15, H, carries 0.33; number 16, H, carries 0.31

4.
Formula: C7H8N2
Source: the Open Molecules 2025 dataset
Level of theory: wB97M-V/def2-TZVPD

```
! wB97M-V def2-TZVPD RIJCOSX def2/J DEFGRID3
* xyz 0 1
C 0.288 -0.984 -1.885
C -0.229 -0.017 1.802
C -1.359 -1.502 0.041
C 0.717 0.453 0.909
C -0.553 -1.401 -0.953
C -1.530 -0.466 1.259
C 1.341 1.585 -1.064
N 0.686 -0.726 -2.946
N 0.351 0.901 -0.256
H 0.092 -0.624 2.635
H -1.968 -2.318 0.182
H 1.706 0.419 1.283
H -2.018 -0.953 2.065
H -2.264 0.289 0.896
H 1.696 2.580 -0.685
H 2.112 0.927 -1.232
H 0.930 1.836 -2.051
*
```

LUMO (spin up / spin down) (eV): -1.05 / -0.79
DFT total energy (Eh): -380.8361
ΔE to the lowest compared entry with this formula, charge and spin (kcal/mol): 117.7

Electronic structure analysis, Mulliken charges in units of e: number 1, C, carries 0.37; number 2, C, carries -0.61; number 3, C, carries -0.49; number 4, C, carries 0.13; number 5, C, carries 0.15; number 6, C, carries -0.48; number 7, C, carries -1.06; number 8, N, carries -0.53; number 9, N, carries -0.46; number 10, H, carries 0.29; number 11, H, carries 0.47; number 12, H, carries 0.43; number 13, H, carries 0.40; number 14, H, carries 0.25; number 15, H, carries 0.32; number 16, H, carries 0.47; number 17, H, carries 0.34

5.
Formula: C7H8N2O
Source: the Open Molecules 2025 dataset
Level of theory: wB97M-V/def2-TZVPD

```
! wB97M-V def2-TZVPD RIJCOSX def2/J DEFGRID3
* xyz 0 1
C 0.779 -0.712 1.116
C -0.207 -1.112 0.125
C -0.087 1.708 -0.443
C -1.154 -0.364 -0.436
C -0.990 -2.381 -0.451
C -1.885 -1.403 -1.250
C 1.834 2.573 0.528
N 1.178 0.472 1.355
N 0.776 1.554 0.528
O -1.215 1.010 -0.623
H 1.135 -1.506 1.681
H -0.459 -2.937 -1.093
H -1.337 -2.958 0.320
H -2.887 -1.410 -0.918
H -1.680 -1.038 -2.317
H 2.792 2.278 0.150
H 1.254 3.372 0.063
H 2.154 2.856 1.666
*
```

LUMO (eV): 0.00
DFT total energy (Eh): -456.0526
ΔE to the lowest compared entry with this formula, charge and spin (kcal/mol): 151.6

Electronic structure analysis, Mulliken charges in units of e: number 1, C, carries -0.29; number 2, C, carries -0.04; number 3, C, carries -0.41; number 4, C, carries 0.52; number 5, C, carries -0.67; number 6, C, carries -0.40; number 7, C, carries -0.75; number 8, N, carries -0.81; number 9, N, carries 0.56; number 10, O, carries -0.23; number 11, H, carries 0.45; number 12, H, carries 0.32; number 13, H, carries 0.32; number 14, H, carries 0.29; number 15, H, carries 0.25; number 16, H, carries 0.30; number 17, H, carries 0.38; number 18, H, carries 0.22

6.
Formula: C7H8N2OS
Source: the Open Molecules 2025 dataset
Level of theory: wB97M-V/def2-TZVPD

```
! wB97M-V def2-TZVPD RIJCOSX def2/J DEFGRID3
* xyz 0 1
C 0.493 2.594 -1.952
C -0.217 1.386 -1.438
N -1.415 1.164 -1.241
C -1.591 -0.215 -0.932
N -0.253 -0.801 -0.804
C 0.159 -0.992 0.521
C -0.362 -1.854 1.464
C 0.498 -1.951 2.625
C 1.608 -1.101 2.517
S 1.627 -0.302 1.051
O 0.585 0.202 -1.339
H -0.048 3.551 -1.906
H 0.511 2.356 -3.162
H 1.424 2.628 -1.644
H -2.244 -0.466 -0.118
H -2.088 -0.653 -1.794
H -1.472 -2.105 1.309
H 0.350 -2.405 3.604
H 2.435 -1.036 3.239
*
```

LUMO (eV): 0.76
DFT total energy (Eh): -854.3639
Structure (SMILES): CC1=NCN(c2cccs2)O1
ΔE to the lowest compared entry with this formula, charge and spin (kcal/mol): 71.3

Electronic structure analysis, Mulliken charges in units of e: number 1, C, carries -1.13; number 2, C, carries 0.80; number 3, N, carries -0.52; number 4, C, carries -0.30; number 5, N, carries 0.05; number 6, C, carries 0.40; number 7, C, carries -0.49; number 8, C, carries -0.47; number 9, C, carries -0.30; number 10, S, carries -0.08; number 11, O, carries -0.37; number 12, H, carries 0.32; number 13, H, carries 0.24; number 14, H, carries 0.37; number 15, H, carries 0.37; number 16, H, carries 0.22; number 17, H, carries 0.19; number 18, H, carries 0.34; number 19, H, carries 0.36

7.
Formula: C7H8N2S
Source: the Open Molecules 2025 dataset
Level of theory: wB97M-V/def2-TZVPD

```
! wB97M-V def2-TZVPD RIJCOSX def2/J DEFGRID3
* xyz 0 1
C 0.264 1.962 -0.105
C -0.360 0.795 -0.011
C 0.545 -0.324 0.037
C -2.124 0.040 -0.090
C 1.744 1.757 -0.053
C 1.915 0.265 0.318
C -0.940 -2.140 -0.231
N 0.346 -1.587 0.080
N -2.073 -1.261 -0.001
S -3.356 1.036 -0.254
H -0.331 2.822 -0.176
H 2.125 2.087 -0.953
H 2.320 2.254 0.779
H 2.113 -0.054 1.458
H 2.730 -0.380 -0.254
H -1.065 -2.575 -1.229
H -0.887 -2.970 0.502
H -2.967 -1.726 0.183
*
```

LUMO (eV): 0.36
DFT total energy (Eh): -779.1222
ΔE to the lowest compared entry with this formula, charge and spin (kcal/mol): 72.6

Electronic structure analysis, Mulliken charges in units of e: number 1, C, carries -0.49; number 2, C, carries -0.11; number 3, C, carries 0.44; number 4, C, carries 0.24; number 5, C, carries -0.55; number 6, C, carries -0.41; number 7, C, carries -0.45; number 8, N, carries -0.60; number 9, N, carries -0.14; number 10, S, carries -0.37; number 11, H, carries 0.50; number 12, H, carries 0.34; number 13, H, carries 0.23; number 14, H, carries 0.23; number 15, H, carries 0.25; number 16, H, carries 0.29; number 17, H, carries 0.33; number 18, H, carries 0.25

8.
Formula: C7H8N4O
Source: the Open Molecules 2025 dataset
Level of theory: wB97M-V/def2-TZVPD

```
! wB97M-V def2-TZVPD RIJCOSX def2/J DEFGRID3
* xyz 0 1
C -2.901 -0.723 0.048
C -1.444 -0.367 -0.520
C 0.195 1.234 -0.115
C 0.702 2.627 0.117
C -0.217 -0.819 -0.364
C 0.236 -2.301 -0.391
C 2.087 -0.103 -0.128
H -2.629 -0.991 1.285
H -3.384 0.462 0.228
H -3.805 -1.347 -0.536
H 0.278 3.127 1.716
H -0.265 3.104 -0.585
H 2.139 2.740 -0.147
H -0.485 -3.149 -0.422
H 3.197 -1.630 0.292
N -1.095 1.095 -0.165
N 0.774 0.136 -0.186
N 1.494 -2.520 0.053
N 2.342 -1.476 0.432
O 2.782 0.903 -0.612
*
```

LUMO (eV): 0.00
DFT total energy (Eh): -565.4234
ΔE to the lowest compared entry with this formula, charge and spin (kcal/mol): 251.8

Electronic structure analysis, Mulliken charges in units of e: number 1, C, carries -0.94; number 2, C, carries 0.23; number 3, C, carries 0.40; number 4, C, carries -0.90; number 5, C, carries 0.36; number 6, C, carries -0.36; number 7, C, carries 0.41; number 8, H, carries 0.27; number 9, H, carries 0.30; number 10, H, carries 0.29; number 11, H, carries 0.18; number 12, H, carries 0.29; number 13, H, carries 0.28; number 14, H, carries 0.38; number 15, H, carries 0.28; number 16, N, carries -0.54; number 17, N, carries 0.23; number 18, N, carries -0.51; number 19, N, carries -0.01; number 20, O, carries -0.64